C6H19O11Sr | ωB97M-V/def2-TZVPD

Properties
Frontier orbital gap ... 5.01 eV
HOMO ... -3.9 eV
ΔE to the lowest compared entry with this formula, charge and spin ... 21.8 kcal per mole
Total energy ... -29893.27286 eV
Net charge ... -1

Element x y z (Å)
Sr  0.25755  -0.52622  -0.42938
C  0.52281  -1.90915  3.88832
C  0.23407  -0.56483  3.26313
O  -0.35005  -0.49930  2.16797
O  0.36705  0.43171  3.93198
H  0.72713  -2.80254  3.29823
H  -0.31378  -2.38181  4.40291
H  1.39571  -1.82251  4.53536
C  -3.82127  1.89131  -0.83876
C  -2.59108  2.08727  0.07673
O  -2.43003  3.16583  0.65239
O  -1.75836  1.15911  0.15791
H  -4.20192  2.87735  -1.10509
H  -4.63124  1.32978  -0.37321
H  -3.50877  1.53257  -1.81945
C  2.54171  3.56308  -0.39802
C  1.83425  2.21316  -0.50952
O  1.06571  1.87852  0.43243
O  1.83814  1.50458  -1.50447
H  2.04929  4.35010  -0.96918
H  3.54481  3.42199  -0.80048
H  2.76735  3.82247  0.63635
O  -0.40427  0.34412  -2.91795
H  0.24855  1.03783  -3.01189
H  -1.09834  0.58294  -3.53234
O  2.57086  -1.26218  0.65301
H  2.73879  -2.13979  0.99628
H  3.26860  -0.72189  1.02378
O  1.20486  -2.00206  -2.27825
H  0.92331  -2.91526  -2.33330
H  1.09291  -1.66247  -3.16616
O  0.23087  -3.19017  0.22758
H  -0.52653  -3.58794  0.65697
H  0.42006  -3.76960  -0.51046
O  -1.71565  -1.75065  -1.34761
H  -1.93216  -2.22796  -2.14857
H  -2.56081  -1.45742  -1.00709

Atoms 1-3, force components in eV/Å:
Sr -0.5 2.8 2.4
C 1.0 -1.7 0.5
C -1.8 0.1 -0.4

C36H26CrIN2O6 | ωB97M-V/def2-TZVPD

Properties
Expectation value of S² ... 2.0224
Spin multiplicity ... 3
Frontier orbital gap (alpha / beta) ... 4.50 / 4.61 eV
HOMO (alpha / beta) ... -8.2 / -10.6 eV
ΔE to the lowest compared entry with this formula, charge and spin ... 35.8 kcal per mole
Total energy ... -89528.72099 eV
Net charge ... +1

Element x y z (Å)
O  4.33160  0.49663  4.79547
C  3.93901  0.42354  3.70120
Cr  3.12851  -0.09735  2.05149
C  1.96544  -1.00511  3.17069
O  1.30914  -1.68011  3.85990
C  4.06026  -1.76401  2.17170
O  4.49187  -2.82907  2.41612
C  4.09306  0.83829  0.26231
C  3.59035  1.84853  1.09910
C  2.27220  1.81854  1.60366
C  1.35714  0.78742  1.22516
C  0.07731  0.65195  1.93118
C  -1.08245  0.51735  2.30358
C  -2.43295  0.19832  2.60289
C  -2.83918  -1.23029  2.31467
C  -1.82482  -2.25808  2.35368
C  -2.23777  -3.57251  2.04429
C  -3.61651  -3.91997  1.87730
C  -4.59985  -2.92436  2.01278
C  -4.20602  -1.60505  2.11331
C  -3.46956  1.26805  2.44264
C  -3.10821  2.47497  1.80477
C  -4.07451  3.44503  1.64265
C  -5.39660  3.30312  2.11259
C  -5.70065  2.13530  2.86379
C  -4.74987  1.14565  3.01884
C  1.85064  -0.19883  0.31451
C  3.18927  -0.18653  -0.13635
H  5.14016  0.82770  -0.10328
H  4.26561  2.67607  1.38650
H  1.93207  2.58101  2.31740
H  -0.75166  -2.04608  2.60696
H  -1.45480  -4.33889  1.99126
H  -3.95017  -4.97222  1.76878
H  -5.69058  -3.18982  2.04725
H  -5.03126  -0.84451  2.02604
H  -2.06110  2.57218  1.45345
H  -3.77846  4.37479  1.11894
H  -6.11473  4.09622  2.01907
H  -6.68706  2.01907  3.33321
H  -4.99256  0.24114  3.60327
H  1.18935  -1.01410  -0.01187
H  3.57705  -0.98429  -0.79537
C  0.80229  1.64495  5.68699
N  -0.48329  1.60432  5.08834
C  -1.04022  0.31502  5.06344
O  -0.39200  -0.63077  5.54207
C  -2.37668  0.19478  4.45930
I  -3.17029  -2.00829  4.98050
C  -4.33548  -1.44238  6.60199
C  -5.72805  -1.39326  6.49632
C  -6.45101  -1.09744  7.66597
C  -5.77218  -0.82639  8.86386
C  -4.37217  -0.84823  8.90300
C  -3.63833  -1.13605  7.76138
C  -3.15265  1.25040  5.17703
O  -4.25404  1.06023  5.73789
N  -2.63061  2.57752  4.99399
C  -3.51950  3.69430  5.29087
C  -1.23773  2.80261  5.11351
O  -0.72554  3.92171  5.20839
H  1.15252  2.65787  5.62064
H  0.71226  1.29579  6.72542
H  1.48278  0.97561  5.16765
H  -6.20425  -1.56305  5.52381
H  -7.54697  -1.08542  7.60794
H  -6.35916  -0.59842  9.75710
H  -3.84848  -0.64643  9.82568
H  -2.55462  -1.11176  7.74496
H  -2.89629  4.56333  5.49116
H  -4.15255  3.89611  4.42094
H  -4.16894  3.47039  6.15299

Atoms 1-3, force components in eV/Å:
O -1.1 0.1 -3.8
C 1.1 -0.1 4.4
Cr 2.4 -0.4 0.3

C14H30LiO5 | ωB97M-V/def2-TZVPD

Properties
Frontier orbital gap ... 4.45 eV
HOMO ... -2.7 eV
ΔE to the lowest compared entry with this formula, charge and spin ... 43.5 kcal per mole
Total energy ... -25440.60066 eV
Net charge ... -1

Element x y z (Å)
Li  -1.06490  -0.26717  -1.13779
C  -4.19490  -3.60698  0.48062
O  -3.85049  -2.87911  -0.67907
H  -3.44886  -3.51817  1.27032
H  -5.15232  -3.25556  0.86527
H  -4.28761  -4.67782  0.29953
C  -0.44524  1.99697  -5.45526
O  -1.18693  1.02054  -4.81807
H  0.58612  2.08934  -5.11489
H  -0.36475  1.80298  -6.52483
H  -0.82817  2.99901  -5.26192
C  -3.93833  4.16030  2.32412
C  -4.79201  4.47269  1.16602
C  -4.21783  3.58173  0.05529
O  -3.25450  2.76770  0.71651
C  -3.54598  2.75592  2.10854
H  -4.48957  4.30466  3.25331
H  -3.08405  4.82883  2.43079
H  -4.72115  5.51467  0.85400
H  -5.83996  4.30410  1.41394
H  -3.84782  4.23709  -0.73318
H  -4.97155  2.92399  -0.37761
H  -2.66679  2.42320  2.66027
H  -4.31078  2.01528  2.34228
C  3.71357  -5.19491  -1.09752
C  4.38096  -3.96917  -1.86258
C  3.31371  -3.49278  -2.80283
O  2.18615  -3.60659  -2.02389
C  2.24844  -4.81538  -1.23021
H  4.06648  -5.33251  -0.07545
H  3.90512  -6.13868  -1.60812
H  5.26348  -4.28080  -2.42129
H  4.75316  -3.16750  -1.22469
H  3.19128  -4.05587  -3.72805
H  3.41541  -2.48368  -3.20218
H  1.78738  -5.66057  -1.74128
H  1.68717  -4.84922  -0.29644
C  3.12841  1.02303  3.23656
C  2.75562  2.33759  2.58909
C  2.33704  1.92119  1.22221
O  1.69043  0.63760  1.42992
C  2.22354  -0.01511  2.64462
H  2.99476  1.10729  4.31505
H  4.17345  0.79510  3.02675
H  3.53916  3.09355  2.53703
H  1.92840  2.77079  3.15136
H  3.25500  1.84312  0.63967
H  1.76358  2.66762  0.67261
H  2.84257  -0.88453  2.42323
H  1.37408  -0.24378  3.28823

Atoms 1-3, force components in eV/Å:
Li -0.6 -0.3 -0.6
C 0.6 1.4 -2.0
O 0.3 -0.4 1.0

C21H19N5PdS2 | ωB97M-V/def2-TZVPD

Properties
Frontier orbital gap (alpha / beta) ... 6.00 / 6.00 eV
HOMO (alpha / beta) ... -14.5 / -14.5 eV
ΔE to the lowest compared entry with this formula, charge and spin ... 0.0 kcal per mole
Total energy ... -54669.95283 eV
Net charge ... +2

Element x y z (Å)
Pd  0.22656  0.41399  0.78497
C  4.40194  4.12650  1.38897
S  2.63164  4.38676  1.17258
C  2.02835  2.77735  1.12391
S  0.26986  2.66700  1.09034
N  2.84260  1.76453  1.12510
N  2.16739  0.56834  1.12350
C  2.78886  -0.51061  1.42833
C  2.01418  -1.75044  1.44651
C  2.55667  -2.97173  1.78932
C  1.72790  -4.09042  1.80621
C  0.39338  -3.94740  1.47910
C  -0.08466  -2.68650  1.14343
N  0.70172  -1.61499  1.12875
H  4.82645  5.12448  1.47597
H  4.82332  3.61803  0.52666
H  4.58847  3.56195  2.29777
H  3.84132  -0.46854  1.68762
H  3.60402  -3.04743  2.04767
H  2.12523  -5.05947  2.07620
H  -0.27962  -4.79278  1.47940
H  -1.12421  -2.53059  0.88399
N  -3.88558  -0.82989  5.17540
C  -3.72685  -0.52993  4.07946
C  -3.48825  -0.15998  2.71159
C  -4.52661  0.07650  1.81787
C  -4.20535  0.42151  0.51664
C  -2.87620  0.51689  0.15201
N  -1.87332  0.28527  1.00778
C  -2.17801  -0.04082  2.27244
H  -5.55580  -0.00679  2.14037
H  -4.97539  0.62030  -0.21461
H  -2.60459  0.79744  -0.85114
H  -1.36072  -0.20695  2.96169
C  0.56794  -0.33025  -1.55097
C  0.86632  0.93407  -2.04773
C  -0.13482  1.76429  -2.62107
C  0.14778  3.06418  -2.93647
C  1.43645  3.56147  -2.70159
C  2.46621  2.73997  -2.23206
C  2.19311  1.43433  -1.92111
H  1.37594  -1.01867  -1.33708
H  -0.42002  -0.76125  -1.67118
H  -1.10463  1.34139  -2.84134
H  -0.60496  3.70665  -3.37133
H  1.64852  4.59926  -2.92650
H  3.46411  3.13797  -2.11335
H  2.97006  0.78353  -1.53864

Atoms 1-3, force components in eV/Å:
Pd -0.3 0.0 0.6
C 0.0 0.0 0.0
S -0.1 0.0 0.0

C3H13NO2S | ωB97M-V/def2-TZVPD

Properties
SMILES string ... C[C@H](N)CS.O.O
Frontier orbital gap ... 9.77 eV
HOMO ... -9.2 eV
ΔE to the lowest compared entry with this formula, charge and spin ... 15.0 kcal per mole
Total energy ... -19741.79005 eV

Element x y z (Å)
C  1.61694  1.10637  -0.17994
C  0.22425  0.96813  0.45323
N  -0.47843  0.02285  -0.45719
C  -0.53558  2.31714  0.58673
S  -1.75867  2.19162  1.93696
H  2.35820  1.29870  0.60317
H  1.98721  0.13759  -0.51820
H  1.64078  1.82130  -0.99858
H  0.27250  0.45809  1.41323
H  -0.55662  0.44360  -1.37516
H  -1.39498  -0.26647  -0.14734
H  -1.15931  2.39972  -0.29403
H  0.18842  3.09058  0.81365
H  -2.36143  1.09068  1.47490
O  0.56077  -3.43714  0.55328
H  -0.29553  -3.43377  0.97641
H  0.68036  -2.52748  0.39535
O  -0.70894  -2.47113  -1.85536
H  0.09091  -1.95576  -1.97996
H  -0.37084  -3.25463  -1.40116

Atoms 1-3, force components in eV/Å:
C 0.4 -0.4 1.2
C -0.3 -0.7 -1.6
N 0.4 0.3 0.6

C4H7NO | ωB97M-V/def2-TZVPD

Properties
SMILES string ... CCOCC#N
Frontier orbital gap ... 11.61 eV
HOMO ... -10.7 eV
ΔE to the lowest compared entry with this formula, charge and spin ... 36.4 kcal per mole
Total energy ... -7798.06736 eV

Element x y z (Å)
C  -1.66784  -0.72565  -0.04691
C  -0.72619  0.39206  -0.45118
O  0.22066  0.60798  0.59684
C  1.53139  0.76937  0.14361
C  2.05012  -0.48791  -0.45260
N  2.38040  -1.49554  -0.91615
H  -2.39985  -0.92237  -0.83938
H  -1.10210  -1.64614  0.13307
H  -2.20923  -0.45980  0.86812
H  -1.27148  1.32791  -0.62918
H  -0.20404  0.12988  -1.38122
H  2.14595  1.03568  1.00718
H  1.62672  1.57345  -0.60216

Atoms 1-3, force components in eV/Å:
C 0.0 -0.1 0.0
C -0.2 -0.1 -0.2
O 0.0 0.0 0.0